Molecular formula: C57H126N5O14V
Method: DFT, ωB97M-V/def2-TZVPD

* lowest unoccupied orbital energy (alpha / beta): 1.82 / 1.82 eV
* highest occupied orbital energy (alpha / beta): -4.11 / -4.22 eV
* Kohn-Sham gap (alpha / beta): 5.93 / 6.05 eV
* energy: -122947.43343 eV

Structure (ORCA input):
```
! wB97M-V def2-TZVPD RIJCOSX def2/J DEFGRID3
* xyz -1 2
V -3.13883 2.53223 -1.37180
O -2.43442 2.87675 6.43199
O -3.77124 -4.54793 0.51939
O 1.74259 -4.98849 -3.15150
O 3.23941 -1.08408 1.30896
O 5.26070 0.32250 -0.39652
O -2.00480 -6.02188 2.17646
O -4.52984 4.39598 -1.12014
O -1.99691 1.31567 0.13573
O -1.87010 4.55888 -0.41647
O 3.49850 1.72768 4.52132
O 2.21125 3.34342 2.60296
O -2.32749 2.61397 -3.42538
O -4.34811 1.52374 -1.75878
O 0.20895 3.20300 0.91138
N 5.14567 0.36417 -1.81061
N 1.44571 -4.29048 -4.23781
N -2.43750 1.45979 6.12344
N 3.48081 -2.24796 1.97075
N -5.67747 3.87419 -0.48274
C 7.14631 -1.19118 -1.99280
C 3.72972 -3.33666 1.01326
C -6.12681 5.35857 1.67432
C -3.70167 -0.68786 5.90103
C 3.03445 -1.27464 4.13656
C 0.50616 -2.25800 -3.11815
C 2.20095 -3.54696 -6.48703
C -2.10874 -0.79989 -0.95667
C 7.44490 1.21507 -2.39671
C -1.35334 1.09031 5.17463
C -0.17833 -0.17685 0.44888
C 2.75641 0.99931 -1.68746
C 3.34017 -5.32506 -5.40911
C 4.24686 -4.65766 1.69734
C 2.81186 -2.49388 3.23016
C -0.01234 -2.89795 -5.43517
C 1.14843 -2.44131 -6.37492
C 3.03795 2.24793 2.27126
C 3.52274 -4.94572 3.01725
C -1.70368 -0.00564 0.25944
C -3.02733 -3.96986 1.53582
C -0.00598 3.01135 -4.15815
C 2.62661 -4.02796 -5.10431
C 4.16146 1.95121 3.26583
C 6.11814 -0.18231 -4.02633
C 1.22038 -2.78706 3.09815
C -0.04075 1.61192 5.82149
C -1.69894 -4.69672 1.64099
C 0.41953 3.80016 -0.31528
C -4.39995 3.48774 1.71134
C -2.69852 -1.18320 4.86775
C -1.28691 -0.46172 4.99926
C -1.49134 1.82418 3.76028
C 6.42824 0.06528 -2.49742
C -0.56334 4.93357 -0.60961
C -7.93026 2.85171 -0.60631
C -8.08092 3.07878 0.93925
C 3.45799 -3.72031 3.96115
C -1.41199 0.87406 -4.90276
C 3.59841 -3.04331 -4.49467
C -5.72064 3.94950 1.02885
C -6.95312 3.89383 -1.25716
C 4.39838 2.83149 -2.17504
C -7.54846 5.30865 -1.40552
C 5.23693 0.95035 -4.55959
C 3.89147 1.02179 -3.86580
C -6.73075 3.38143 -2.73854
C 4.86266 -2.96478 -0.01448
C 0.28920 -3.42862 -4.07438
C 2.47476 -3.66764 0.25173
C -0.97696 -4.22095 -3.64796
C -4.66820 1.36270 4.85804
C -1.11268 1.97243 -3.83720
C -3.79392 0.85675 6.06004
C 4.07859 1.27006 -2.34667
C -6.74251 2.91884 1.60138
C -4.54039 1.06269 7.38844
H 3.54841 3.41310 -2.53193
H 5.69817 -2.52817 0.53269
H -2.82469 -2.91820 1.33321
H 1.28193 -1.55286 -3.41657
H -2.11697 2.71129 3.85892
H 3.06804 -3.11918 -6.99028
H 0.80742 -2.93684 4.09571
H -3.56542 -4.11908 2.47193
H -8.71284 2.33476 1.42422
H 5.33349 -4.65958 1.78299
H 8.17388 -1.18005 -2.35622
H -5.69055 0.99880 4.96048
H 5.01007 0.81662 -5.61730
H -3.91445 0.84934 8.25491
H 2.77412 2.35763 4.52731
H -0.57192 -3.62835 -6.01955
H 2.69357 -6.07318 -5.86775
H 4.10594 -5.15515 -6.16596
H 0.10102 1.25375 6.84116
H -3.12955 3.16043 5.83371
H 8.45452 0.95916 -2.71805
H 2.56373 -0.06759 -1.57485
H 0.08773 -1.23387 0.45223
H -5.95288 3.98857 -3.20158
H 4.68454 -0.41214 -0.17302
H 0.38084 0.34982 -0.32446
H 3.84624 -5.78600 -4.56085
H -0.51564 2.57494 0.86541
H -4.80303 2.10886 7.54550
H 2.62921 -0.37915 3.66541
H 0.59507 -2.69341 -2.12286
H 3.45018 1.88204 -4.36911
H -4.33156 3.53590 2.79814
H 0.00932 2.70077 5.82382
H 5.15896 -3.74154 -0.71942
H -3.14524 -0.98205 3.89405
H 0.22040 3.00899 -1.03811
H 4.41694 -3.34091 4.31408
H -0.25281 3.46920 -5.11604
H -0.69524 -0.96084 5.76666
H 7.04433 -0.17129 -4.60093
H -1.10663 -4.87437 0.74337
H 7.14085 2.05930 -3.01552
H 1.86841 -4.38957 0.79878
H 1.46735 4.08078 -0.42206
H 3.95511 -5.43445 0.99053
H -3.40337 -1.16302 6.83556
H -3.19353 -0.86834 -1.03826
H -0.75040 -2.11141 -5.27790
H 1.42404 3.33335 2.05359
H 5.73601 -1.17392 -4.26878
H -0.54590 2.11972 3.30543
H -8.61355 4.01384 1.11266
H 1.68572 -4.32420 -7.05142
H 4.06147 -3.43846 -3.59050
H 1.84361 -2.82387 -0.02717
H -0.87694 -5.22556 -4.05887
H 0.63194 -2.17688 -7.29764
H -1.09236 -4.21341 -2.56412
H 2.30751 -1.18878 1.10359
H 2.66158 -4.06104 -0.74749
H -4.28869 1.15558 3.85745
H 0.88664 1.37354 5.30070
H 2.70440 1.37564 -0.66580
H -6.40959 2.33982 -2.73995
H 0.27167 3.70952 -3.36849
H 0.09253 0.21655 1.42866
H -5.72549 5.44438 2.68411
H 2.49957 -5.26430 2.81794
H -4.25205 2.47031 1.34933
H 3.67985 2.49001 1.42424
H -8.05907 5.75944 -0.55453
H 0.90928 2.43639 -4.29906
H 4.80092 2.81999 3.42210
H 4.41448 -2.69522 -5.12786
H -1.90473 -3.81064 -4.04668
H 5.75345 1.90903 -4.51197
H 4.08331 -1.03570 4.31237
H -1.88072 -1.86118 -0.85782
H -1.23895 -6.57860 2.33508
H 4.44001 3.03553 -1.10512
H -2.36708 5.35938 -0.23258
H -1.78199 -0.40511 -1.91870
H 2.85506 -4.05339 4.80591
H 3.13195 -2.12288 -4.14348
H -0.84061 -0.73513 4.04314
H -0.38755 -1.63791 -3.04814
H -2.19618 -0.43788 1.13049
H -0.84326 1.44055 -2.92473
H 6.62482 -2.11791 -2.23221
H 1.60210 -1.52926 -5.98701
H -5.64418 6.12308 1.06545
H 4.74202 1.03849 3.13168
H -6.97109 2.87136 2.66608
H -4.70898 -1.05951 5.71320
H -2.04825 0.06894 -4.53527
H -2.04097 1.14005 3.11378
H -8.89059 2.80339 -1.11966
H 1.05730 -3.74134 2.59732
H 1.79736 1.31678 -2.09676
H 3.28832 0.13035 -4.03798
H -7.48576 1.86088 -0.70007
H -2.53486 -2.25506 4.97920
H 2.17218 -4.28672 -2.65697
H -5.49183 0.54940 7.52776
H -7.20932 5.46029 1.59746
H -0.31659 5.31936 -1.59875
H -7.67229 3.36500 -3.28746
H 2.38091 1.41146 2.03308
H 2.51283 -1.32480 5.09234
H -1.12481 -4.21413 2.43192
H 7.48913 1.46127 -1.33580
H -4.54087 2.44515 4.87100
H 7.11239 -1.17470 -0.90345
H -3.58045 4.12761 1.38410
H 4.58138 -2.15319 -0.68553
H -6.74913 5.99730 -1.67928
H -8.29266 5.44604 -2.18998
H -0.43882 0.46458 -5.17362
H 4.14513 -5.70815 3.48568
H -1.77798 1.37508 -5.79894
H 0.59135 -2.01781 2.65018
H 5.31893 3.23564 -2.59620
H -0.41311 5.82120 0.00492
H -6.48179 1.86357 1.52060
H -3.74285 -5.50479 0.59175
*
```

Löwdin atomic charge list, values in e, 6 entries: number 1, V, carries 1.09; number 2, O, carries -0.01; number 3, O, carries -0.05; number 4, O, carries 0.02; number 5, O, carries 0.00; number 6, O, carries -0.02